(1)
Computed, not measured: a 2-piece molecular cluster, CH4N2O2 overall, with ωB97M-V/def2-TZVPD.

As for the calculated total energy: -8172.314 eV. As for the LUMO energy (spin up / spin down): 0.78 / 0.54 eV. The calculation puts the HOMO energy (spin up / spin down) at -8.3 / -7.2 eV. As for the energy relative to the best compared isomer or geometry (same formula, charge and spin): 4.372 eV.

CARTESIAN COORDINATES (ANGSTROEM)
C1 0.84170 0.02143 0.15589
N1 -2.12594 -0.69266 -0.36653
N2 -1.43356 0.31273 -0.38684
O1 1.24797 1.31748 -0.04209
O2 1.91578 -0.83114 -0.35720
H1 0.40289 -0.09574 1.09580
H2 -3.12643 -0.47959 -0.56224
H3 0.77502 2.08910 0.46150
H4 1.50257 -1.64162 0.00171

(2)
Computed, not measured: a 2-piece molecular cluster, CH4N2O2 overall, with ωB97M-V/def2-TZVPD.

As for the calculated total energy: -8172.446 eV. As for the LUMO energy (spin up / spin down): 0.06 / 0.45 eV. The calculation puts the HOMO energy (spin up / spin down) at -6.9 / -9.0 eV. As for the energy relative to the best compared isomer or geometry (same formula, charge and spin): 4.239 eV.

CARTESIAN COORDINATES (ANGSTROEM)
C1 -1.39046 0.44368 -0.02153
N1 -1.66260 -0.79002 -0.02583
N2 1.91435 0.68120 0.05984
O1 -1.77743 1.58568 0.03936
O2 0.96522 -0.28531 -0.04434
H1 -2.46887 -1.27584 0.27175
H2 -1.07935 -1.54592 -0.31331
H3 2.26873 0.77724 -0.82067
H4 1.62957 1.52518 0.53458

(3)
Computed, not measured: CH4N2O2 as an isolated structure, with ωB97M-V/def2-TZVPD.

As for the calculated total energy: -8173.314 eV. As for the LUMO energy: 0.60 eV. The calculation puts the HOMO energy at -8.9 eV. As for the energy relative to the best compared isomer or geometry (same formula, charge and spin): 3.372 eV.

CARTESIAN COORDINATES (ANGSTROEM)
C1 0.47684 -0.53370 -0.05029
N1 -0.41285 -0.80528 -1.06709
N2 -0.04101 1.12489 0.85703
O1 -1.18812 1.42675 1.02579
O2 0.94753 1.68346 1.24449
H1 0.40063 -1.31031 0.70353
H2 1.45485 -0.07887 -0.17185
H3 -0.41643 -0.09779 -1.76717
H4 -1.22144 -1.40914 -0.77443

(4)
Computed, not measured: a 2-piece molecular cluster, CH4N2O2 overall, with ωB97M-V/def2-TZVPD.

As for the calculated total energy: -8169.768 eV. As for the LUMO energy (spin up / spin down): -0.48 / -0.48 eV. The calculation puts the HOMO energy (spin up / spin down) at -9.5 / -9.5 eV. As for the energy relative to the best compared isomer or geometry (same formula, charge and spin): 6.918 eV.

CARTESIAN COORDINATES (ANGSTROEM)
C1 -2.21995 -0.06757 0.14947
N1 2.22215 0.46013 -0.20390
N2 0.73230 -1.35455 0.01329
O1 -3.12315 0.50305 -0.36497
O2 0.82170 -0.19006 0.10138
H1 -1.16494 -0.29244 -0.11114
H2 2.01604 1.47020 -0.13305
H3 3.14231 0.10729 -0.50425
H4 -2.42647 -0.63606 1.05316

(5)
Computed, not measured: a 2-piece molecular cluster, CH4N2O2S overall, with ωB97M-V/def2-TZVPD.

As for the calculated total energy: -19008.118 eV. As for the LUMO energy: 0.63 eV. The calculation puts the HOMO energy at -9.1 eV. As for the energy relative to the best compared isomer or geometry (same formula, charge and spin): 3.806 eV.

CARTESIAN COORDINATES (ANGSTROEM)
C1 -2.67509 0.12631 0.26232
N1 -1.94656 -0.17782 1.16272
N2 1.23262 0.34003 -0.74158
O1 2.15524 0.78800 0.33860
O2 1.30105 -0.99668 -0.76715
S1 -3.39345 0.41158 -1.06821
H1 0.32339 0.62205 -0.24735
H2 2.80856 0.05086 0.29224
H3 -1.89786 0.20834 2.03239
H4 2.09210 -1.37266 -1.26398

(6)
Computed, not measured: a 2-piece molecular cluster, CH4N2O2S overall, with ωB97M-V/def2-TZVPD.

As for the calculated total energy: -19008.468 eV. As for the LUMO energy: 0.25 eV. The calculation puts the HOMO energy at -10.6 eV. As for the energy relative to the best compared isomer or geometry (same formula, charge and spin): 3.456 eV.

CARTESIAN COORDINATES (ANGSTROEM)
C1 0.47282 0.17511 0.26162
N1 -3.05680 0.03076 -0.01432
N2 -0.30367 0.90555 -0.39014
O1 -3.87733 0.74454 0.51857
O2 -3.27523 -1.11354 -0.18892
S1 2.24186 -0.09187 0.17132
H1 0.04389 -0.52746 0.91264
H2 -2.09762 0.54374 -0.11155
H3 0.28529 1.43615 -0.99441
H4 2.13781 -0.85198 1.29372

(7)
Computed, not measured: CH4N2O2S in the gas phase, with ωB97M-V/def2-TZVPD.

As for the calculated total energy: -19006.928 eV. As for the LUMO energy: 0.16 eV. The calculation puts the HOMO energy at -10.7 eV. As for the energy relative to the best compared isomer or geometry (same formula, charge and spin): 4.996 eV.

CARTESIAN COORDINATES (ANGSTROEM)
C1 -1.02400 -0.46910 -0.02096
N1 3.13699 -0.05999 -0.48238
N2 0.31524 -0.91613 -0.45101
O1 1.16872 -1.27893 0.72600
O2 1.32393 1.16354 0.80966
S1 1.66062 -0.00914 0.01819
H1 -1.42903 0.23645 -0.79602
H2 -1.95509 -1.14857 0.15425
H3 -0.80851 0.11074 0.90934
H4 3.45095 0.90470 -0.48590

(8)
Computed, not measured: CH4N2O3 in the gas phase, with ωB97M-V/def2-TZVPD.

As for the calculated total energy: -10217.029 eV. As for the LUMO energy: 0.96 eV. The calculation puts the HOMO energy at -10.2 eV. As for the energy relative to the best compared isomer or geometry (same formula, charge and spin): 5.398 eV.

CARTESIAN COORDINATES (ANGSTROEM)
C1 -0.04696 -0.74557 -0.47422
N1 0.51864 0.29716 -0.03925
N2 0.63580 1.42054 -1.30268
O1 -1.42803 -0.39968 1.81788
O2 -0.39581 -1.78489 0.27620
O3 -0.60789 -1.50281 1.70111
H1 -0.30957 -1.09867 -1.47419
H2 0.89947 2.30195 -0.88541
H3 1.59315 1.18216 -1.61226
H4 -0.85881 0.32980 1.99281

(9)
Computed, not measured: CH4N2O3 in the gas phase, with ωB97M-V/def2-TZVPD.

As for the calculated total energy: -10221.382 eV. As for the LUMO energy: 0.56 eV. The calculation puts the HOMO energy at -10.0 eV. As for the energy relative to the best compared isomer or geometry (same formula, charge and spin): 1.045 eV.

CARTESIAN COORDINATES (ANGSTROEM)
C1 -0.63895 -0.32147 0.36734
H1 0.98667 0.29495 -1.98784
H2 -1.25380 -0.92577 -1.52907
H3 0.30643 0.25444 1.96297
H4 1.96326 1.34450 0.37142
N1 -0.46947 -0.46818 -0.93148
N2 0.33999 0.50129 0.96831
O1 0.14634 0.58168 -1.67353
O2 -1.44651 -0.88952 1.04693
O3 1.64235 0.39895 0.46670

(10)
Computed, not measured: CH4N2O3 in the gas phase, with ωB97M-V/def2-TZVPD.

As for the calculated total energy: -10218.515 eV. As for the LUMO energy: 0.58 eV. The calculation puts the HOMO energy at -10.0 eV. As for the energy relative to the best compared isomer or geometry (same formula, charge and spin): 3.911 eV.

CARTESIAN COORDINATES (ANGSTROEM)
C1 -1.03599 -0.61501 -0.04870
N1 0.01452 0.22884 0.28722
N2 1.33869 -0.13845 -0.03864
O1 1.50072 -1.31748 -0.18432
O2 2.08199 0.75330 -0.08653
O3 -0.25634 1.69676 0.07194
H1 -0.84199 -1.38388 -0.95982
H2 -1.16479 -1.29614 0.79247
H3 -2.03588 -0.18987 -0.22481
H4 0.39907 2.26195 0.39118

(11)
Computed, not measured: CH4N2O3S as an isolated structure, with ωB97M-V/def2-TZVPD.

As for the calculated total energy: -21058.303 eV. As for the LUMO energy: 0.14 eV. The calculation puts the HOMO energy at -10.6 eV. As for the energy relative to the best compared isomer or geometry (same formula, charge and spin): 1.292 eV.

CARTESIAN COORDINATES (ANGSTROEM)
C1 -2.50266 0.52092 0.24003
N1 -3.67778 -0.01824 0.18227
N2 -1.50460 0.96361 0.54321
O1 4.49958 -0.30499 0.30173
O2 0.86811 -0.44939 0.27063
O3 0.38629 0.67782 -1.71651
S1 0.69484 0.87229 -0.33775
H1 3.91679 -1.04778 0.46239
H2 -3.62328 -1.02018 -0.02496
H3 -4.36535 0.47731 -0.44769
H4 5.30807 -0.67138 0.52665

(12)
Computed, not measured: CH4N2OS in the gas phase, with ωB97M-V/def2-TZVPD.

As for the calculated total energy: -16959.706 eV. As for the LUMO energy: 0.35 eV. The calculation puts the HOMO energy at -8.7 eV. As for the energy relative to the best compared isomer or geometry (same formula, charge and spin): 5.483 eV.

CARTESIAN COORDINATES (ANGSTROEM)
C1 1.34072 -0.40585 1.04403
N1 0.23724 -0.98462 0.75632
N2 -1.23928 0.75323 -1.45868
O1 -1.08104 -0.68584 0.84815
S1 -2.03965 0.59490 0.05225
H1 1.73029 0.65516 1.29332
H2 2.22470 -1.09878 0.77225
H3 -0.84332 -0.03986 -1.69879
H4 -0.32966 1.21167 -1.60885

(13)
Computed, not measured: a 2-piece molecular cluster, CH4N2OS overall, with ωB97M-V/def2-TZVPD.

As for the calculated total energy: -16959.784 eV. As for the LUMO energy: 0.34 eV. The calculation puts the HOMO energy at -8.8 eV. As for the energy relative to the best compared isomer or geometry (same formula, charge and spin): 5.405 eV.

CARTESIAN COORDINATES (ANGSTROEM)
C1 0.47086 -0.09927 0.05405
H1 2.68732 -0.15430 0.33182
H2 1.65803 -1.51266 0.62264
H3 -0.38379 -2.03555 -0.27819
H4 -1.71098 0.35997 0.80408
N1 1.78228 -0.59575 -0.17260
N2 -0.36666 -1.10730 0.09940
O1 -1.66342 -0.74519 -0.11751
S1 -0.10486 1.36382 -0.02201

(14)
Computed, not measured: CH4N2P2 in the gas phase, with ωB97M-V/def2-TZVPD.

As for the calculated total energy: -22655.938 eV. As for the LUMO energy (spin up / spin down): -0.75 / -0.75 eV. The calculation puts the HOMO energy (spin up / spin down) at -9.2 / -9.2 eV. As for the energy relative to the best compared isomer or geometry (same formula, charge and spin): 2.571 eV.

CARTESIAN COORDINATES (ANGSTROEM)
C1 0.41089 -1.29674 0.60833
N1 -2.16858 -0.01870 -0.63525
N2 1.81793 0.76192 -0.32641
P1 -0.99729 -0.29474 0.43847
P2 1.89845 -0.87504 0.07555
H1 -3.05551 -0.14436 -0.15539
H2 2.58416 1.01362 -0.85575
H3 1.02215 1.05041 -0.81368
H4 -1.51221 -0.19637 1.66415

(15)
Computed, not measured: a 2-piece molecular cluster, CH4N2P2 overall, with ωB97M-V/def2-TZVPD.

As for the calculated total energy: -22657.281 eV. As for the LUMO energy: 0.01 eV. The calculation puts the HOMO energy at -8.6 eV. As for the energy relative to the best compared isomer or geometry (same formula, charge and spin): 1.228 eV.

CARTESIAN COORDINATES (ANGSTROEM)
C1 2.38918 0.06818 1.05617
N1 1.85007 -0.42098 1.95666
N2 -0.67538 -0.56658 -0.44849
P1 -1.71245 1.51695 -2.30007
P2 -1.35833 -0.38411 -2.03210
H1 1.46396 -0.99302 2.64620
H2 -0.49109 -1.43235 0.09885
H3 -0.45809 0.20729 0.18422
H4 -1.00789 2.00461 -1.16144

(16)
Computed, not measured: CH4N2P2 in the gas phase, with ωB97M-V/def2-TZVPD.

As for the calculated total energy: -22657.531 eV. As for the LUMO energy: 0.10 eV. The calculation puts the HOMO energy at -8.2 eV. As for the energy relative to the best compared isomer or geometry (same formula, charge and spin): 0.978 eV.

CARTESIAN COORDINATES (ANGSTROEM)
C1 -0.76612 0.71875 -0.33058
N1 -0.82855 1.99387 -0.42289
N2 1.43701 -0.93123 -0.08240
P1 -1.67790 -0.64377 0.61736
P2 -0.05267 -0.83944 -0.96317
H1 -0.57958 2.56402 -1.17570
H2 1.34562 -0.62070 0.89684
H3 1.95501 -1.76721 -0.28226
H4 -0.83281 -0.47427 1.74279

(17)
Computed, not measured: an isolated ion of composition CH4N2PS and charge +1, with ωB97M-V/def2-TZVPD.

The net charge is +1. As for the calculated total energy: -24198.986 eV. As for the LUMO energy: -6.19 eV. The calculation puts the HOMO energy at -14.6 eV. As for the energy relative to the best compared isomer or geometry (same formula, charge and spin): 0.353 eV.

CARTESIAN COORDINATES (ANGSTROEM)
C1 -0.89119 -0.45043 0.08684
N1 0.39832 -0.69323 -0.02834
N2 -1.26360 0.81485 -0.14522
P1 2.01907 0.67406 -0.04484
S1 3.53235 -0.45720 -0.03756
H1 -1.71943 -1.04628 0.37805
H2 0.86587 -1.52541 0.26329
H3 -2.20262 1.16246 0.13562
H4 -0.73878 1.52117 -0.60785

(18)
Computed, not measured: a 3-piece molecular cluster, CH4N2S overall, with ωB97M-V/def2-TZVPD.

As for the calculated total energy: -14911.283 eV. As for the LUMO energy (spin up / spin down): -0.33 / -0.33 eV. The calculation puts the HOMO energy (spin up / spin down) at -8.9 / -8.9 eV. As for the energy relative to the best compared isomer or geometry (same formula, charge and spin): 6.321 eV.

CARTESIAN COORDINATES (ANGSTROEM)
C1 0.00166 -0.35351 0.14670
N1 -0.56566 0.82691 -0.38288
N2 -1.38137 0.20712 0.20120
S1 -2.95904 -0.22823 0.30529
H1 -0.04620 -1.20200 -0.54404
H2 0.71483 -0.19048 0.89353
H3 1.96437 0.38689 0.16060
H4 2.27141 0.55329 -0.78039

(19)
Computed, not measured: a 2-piece molecular cluster, CH4N2S overall, with ωB97M-V/def2-TZVPD.

As for the calculated total energy: -14912.478 eV. As for the LUMO energy (spin up / spin down): 0.01 / -0.28 eV. The calculation puts the HOMO energy (spin up / spin down) at -7.6 / -7.3 eV. As for the energy relative to the best compared isomer or geometry (same formula, charge and spin): 5.127 eV.

CARTESIAN COORDINATES (ANGSTROEM)
C1 1.11001 -0.21923 0.91184
N1 -1.03818 0.46767 -0.83141
N2 -0.65327 -0.71627 -0.41764
S1 1.99089 -1.19551 1.79204
H1 0.86905 0.82105 0.93381
H2 -0.55897 1.20798 -1.31738
H3 -1.58805 0.93204 -0.02498
H4 -0.13148 -1.29773 -1.04629

(20)
Computed, not measured: an isolated ion of composition CH4N3O2 and charge +1, with ωB97M-V/def2-TZVPD.

The net charge is +1. As for the calculated total energy: -9654.339 eV. As for the LUMO energy (spin up / spin down): -6.92 / -6.92 eV. The calculation puts the HOMO energy (spin up / spin down) at -16.4 / -16.4 eV. As for the energy relative to the best compared isomer or geometry (same formula, charge and spin): 2.624 eV.

CARTESIAN COORDINATES (ANGSTROEM)
C1 0.07280 -0.03624 -0.16387
N1 0.42786 -0.25142 -1.35769
N2 -0.45976 -1.26840 1.05010
N3 0.18825 1.32525 0.46720
O1 0.52731 2.16160 -0.31559
O2 -0.06622 1.40041 1.62370
H1 0.40988 -1.15790 -1.82425
H2 0.76620 0.56111 -1.89332
H3 -1.00423 -1.98120 0.58894
H4 -0.86209 -0.75321 1.82478